The following is a DFT calculation (the ωB97M-V functional and the def2-TZVPD basis) of C11H27As3BCoF4O as an isolated structure.

Properties
- Multiplicity: 2
- Kohn-Sham gap (alpha / beta): 6.5156 / 6.5569 eV
- Total charge: -1
- Total energy: -9025.1969 Ha
- Largest force on an atom: 0.1 eV Å⁻¹
- <S²>: 0.93
- Highest occupied orbital energy (alpha / beta): -3.67 / -3.71 eV
- Energy relative to the best compared isomer or geometry (same formula, charge and spin): 0.000 eV

Element x y z (Å)
H 3.025 -3.540 -6.456
H -2.121 -3.317 -2.529
F -0.428 0.736 -3.332
H -1.437 -2.659 1.505
H 3.320 1.772 -1.801
H 3.732 1.142 0.966
H -1.632 -1.737 -3.219
C -1.991 -2.785 0.576
H 1.447 -3.809 -5.682
H 2.632 -4.784 -1.080
H 1.790 -4.940 -2.630
H -3.045 -1.829 -2.171
H 3.686 -2.072 -1.493
C 1.344 -2.295 -3.113
H -0.037 -4.128 -1.386
H 0.903 -1.307 -2.950
F -0.441 1.607 -1.205
C 0.448 -3.244 -0.957
H -2.129 -3.840 0.333
As 2.800 -2.033 -4.420
H 3.372 -4.143 -2.551
H 2.514 0.724 -2.966
H 0.723 -3.480 0.074
H 2.324 -0.668 -6.514
C 2.717 -2.067 -0.984
H 3.184 -0.384 1.685
C 2.422 -4.282 -2.028
B -1.199 1.504 -2.440
C -2.051 -2.243 -2.352
H 2.919 -4.530 -4.994
H 2.861 -2.512 0.004
F -1.388 2.790 -2.926
H 0.576 -2.898 -3.608
C 1.769 -0.845 -5.592
Co 0.083 0.058 0.091
C 3.605 0.074 0.792
C 1.725 -2.937 -1.773
H 4.565 -0.374 0.531
As -0.946 -1.867 -0.781
C 3.168 0.733 -2.094
O 0.469 -0.840 1.465
C 2.512 -3.656 -5.500
F -2.407 0.874 -2.167
H 1.591 0.105 -5.091
As 2.284 -0.187 -0.608
H -2.962 -2.299 0.665
H 4.126 0.276 -2.347
H 0.801 -1.288 -5.827